This record from the OMol25 dataset describes a molecular structure, C10H24CaF6O14S2. The level of theory is ωB97M-V/def2-TZVPD.

As for the highest occupied orbital energy: -7.55 eV. For the energy above the lowest of the compared OMol25 structures with the same formula, charge and spin, the calculation gives 1309.5 kJ/mol. As for the spin multiplicity: 1. The calculated total energy comes out at -95827.9560 eV. The molar mass is 586.5 g mol⁻¹. The max |F| comes out at 0.1115 Eh/bohr.

```
57
Properties=species:S:1:pos:R:3:forces:R:3
Ca 2.187 15.795 -12.008 0.38 0.33 0.29
C 8.668 12.104 -13.159 -0.50 0.79 2.35
F 9.926 11.752 -12.803 -1.07 0.11 -0.98
F 8.666 13.041 -14.104 0.56 -0.32 -0.30
F 7.946 11.072 -13.547 0.43 -0.90 -0.94
S 7.753 12.755 -11.662 -0.09 2.19 5.30
O 7.498 11.692 -10.662 0.44 0.07 -2.31
O 8.669 13.753 -11.000 -1.54 -1.46 -2.66
O 6.464 13.292 -12.171 1.25 -0.29 -0.62
C 4.108 19.299 -5.650 1.07 -0.82 -0.32
F 2.799 19.131 -5.397 0.16 -0.25 -0.36
F 4.251 20.414 -6.371 -0.21 -0.05 -0.73
F 4.701 19.563 -4.498 0.30 -0.25 0.84
S 4.950 17.706 -6.486 2.68 -1.83 -0.14
O 4.310 17.640 -7.782 -1.39 0.53 -0.77
O 6.426 17.827 -6.693 -2.62 1.10 1.23
O 4.608 16.594 -5.596 -0.32 1.50 -0.15
C -0.140 11.555 -7.709 1.54 -1.30 0.84
C -0.654 12.112 -6.389 -1.56 -0.01 -1.40
O -1.899 12.806 -6.703 1.09 0.22 0.52
O 0.883 12.361 -8.316 -0.80 0.28 -0.23
H -0.854 11.196 -8.449 -0.29 0.79 0.12
H 0.378 10.642 -7.415 0.03 -0.44 0.01
H 0.173 12.695 -5.984 -0.34 0.61 0.21
H -0.926 11.345 -5.663 0.34 -0.34 -0.15
H -2.281 13.062 -5.860 -0.19 0.19 0.03
H 1.619 12.331 -7.700 0.24 0.15 -0.10
C 4.986 18.226 -15.182 0.58 3.02 -0.27
C 4.368 19.566 -14.713 0.34 -2.21 -0.81
O 3.949 19.232 -13.407 -0.12 1.25 1.17
O 3.980 17.323 -15.414 -1.18 -1.59 -0.54
H 5.640 17.888 -14.378 0.32 0.00 -0.22
H 5.525 18.512 -16.086 0.40 -0.69 -0.20
H 3.483 19.846 -15.285 0.19 -0.01 -0.26
H 5.155 20.313 -14.814 -0.22 0.36 0.56
H 4.608 19.697 -12.885 -0.25 -0.20 0.94
H 4.160 16.959 -16.284 -0.34 -0.38 0.04
C -1.638 11.619 -14.853 -0.10 0.22 -0.67
C -1.844 11.948 -16.372 -0.65 -0.46 2.76
O -0.936 11.100 -17.033 0.41 1.13 -0.97
O -0.285 11.893 -14.385 -1.36 0.04 -0.07
H -1.990 10.588 -14.813 0.75 -0.55 0.61
H -2.324 12.131 -14.179 0.18 0.42 -0.13
H -1.837 13.037 -16.422 1.40 -0.02 -1.12
H -2.875 11.730 -16.650 -0.22 -0.37 0.06
H -1.052 10.227 -16.652 -0.09 -0.14 -0.10
H 0.346 11.217 -14.646 -0.25 -0.19 -0.32
C -2.223 18.270 -12.179 0.71 -0.98 1.85
C -2.588 17.357 -10.968 -2.13 0.43 -0.70
O -1.535 16.692 -10.319 0.78 0.25 -0.42
O -1.322 17.508 -12.981 0.22 -0.09 -0.54
H -1.710 19.159 -11.810 0.03 0.14 -0.04
H -3.114 18.582 -12.723 -0.08 -0.24 0.11
H -3.347 16.637 -11.273 0.29 -0.52 -0.78
H -3.229 17.890 -10.266 0.52 0.85 0.34
H -1.953 16.010 -9.789 0.19 -0.11 0.23
H -1.430 17.792 -13.892 0.08 0.00 -0.11
```
Forces are in eV/Å.

=====

This record from the OMol25 dataset describes a molecular structure, C10H24CaF6O14S2. The level of theory is ωB97M-V/def2-TZVPD.

As for the highest occupied orbital energy: -9.45 eV. For the energy above the lowest of the compared OMol25 structures with the same formula, charge and spin, the calculation gives 166.7 kJ/mol. As for the spin multiplicity: 1. The calculated total energy comes out at -95839.8003 eV. The molar mass is 586.5 g mol⁻¹. The max |F| comes out at 0.1167 Eh/bohr.

```
57
Properties=species:S:1:pos:R:3:forces:R:3
Ca 0.292 -0.016 -0.342 -0.40 0.68 0.34
C 1.154 4.248 2.198 -0.27 -2.22 -0.04
F 0.548 4.038 3.392 -0.06 0.25 -0.73
F 0.179 4.488 1.262 1.09 0.00 0.89
F 1.957 5.274 2.332 -0.04 0.30 -0.38
S 2.176 2.593 1.790 1.43 -0.44 2.41
O 2.526 2.045 3.139 -1.69 0.70 -2.15
O 1.298 1.756 0.968 -0.60 0.64 0.57
O 3.370 3.002 1.102 -0.17 0.66 -0.72
C -3.489 -2.108 0.900 -0.26 0.41 -4.33
F -3.799 -0.827 1.277 0.26 -1.52 0.75
F -2.472 -2.656 1.503 0.30 -0.06 2.13
F -4.572 -2.893 0.941 0.61 0.76 0.80
S -2.899 -2.007 -0.928 -5.04 -1.84 -2.69
O -2.979 -3.358 -1.530 1.37 1.40 1.90
O -3.973 -1.206 -1.545 1.60 0.46 1.09
O -1.590 -1.398 -0.879 1.41 0.56 0.39
C 1.194 -3.093 -0.694 0.19 -3.19 3.26
C 2.178 -3.805 0.347 -1.36 0.41 -0.45
O 3.396 -4.087 -0.240 1.21 -0.66 -1.23
O 1.594 -1.840 -0.984 1.32 1.71 -1.04
H 0.255 -3.052 -0.143 -0.24 0.14 -0.25
H 1.033 -3.720 -1.571 0.17 -0.10 -0.03
H 1.683 -4.711 0.697 -0.24 -0.22 -0.06
H 2.474 -3.237 1.229 -1.14 0.71 0.16
H 3.875 -4.621 0.397 0.37 -0.04 -0.22
H 2.296 -1.911 -1.634 0.17 0.36 -0.02
C -2.095 1.781 -1.730 -0.49 0.89 -1.33
C -3.064 2.322 -0.735 -0.86 -1.60 -0.52
O -2.468 3.408 -0.014 -1.32 -0.46 -0.20
O -0.874 1.889 -1.082 1.76 -0.86 -0.43
H -2.120 2.451 -2.589 0.24 0.11 -0.41
H -2.262 0.775 -2.116 -0.28 0.00 0.53
H -3.200 1.507 -0.024 -0.47 -0.15 0.15
H -4.019 2.560 -1.203 -0.04 0.22 0.13
H -2.995 3.168 0.752 0.66 1.45 1.12
H -0.940 2.749 -0.660 0.61 0.36 0.79
C 1.369 0.111 -3.477 0.59 1.06 -0.95
C 1.926 1.310 -2.781 0.01 0.03 -1.83
O 2.216 1.000 -1.476 0.59 -0.35 1.31
O 0.290 -0.393 -2.798 -1.37 -0.36 0.46
H 2.184 -0.611 -3.534 0.03 -0.37 -0.45
H 1.030 0.490 -4.441 0.40 -0.41 -0.53
H 1.235 2.150 -2.859 0.14 0.14 0.19
H 2.852 1.469 -3.333 -0.01 0.81 -0.09
H 3.172 0.941 -1.418 -0.02 0.10 0.73
H -0.151 -1.009 -3.388 -0.46 -0.23 0.39
C -0.530 -0.001 2.907 0.35 -2.09 -0.47
C 0.534 -1.145 2.761 -0.22 2.12 0.54
O 1.314 -0.876 1.590 -0.05 -0.98 0.69
O -1.229 0.093 1.644 0.45 0.23 0.79
H -0.112 0.961 3.203 0.22 -0.19 -0.07
H -1.219 -0.410 3.646 -0.19 0.41 0.28
H 0.131 -2.157 2.758 -0.30 0.15 -0.27
H 1.177 -1.026 3.633 0.04 -0.22 0.11
H 2.225 -0.870 1.893 0.19 0.32 -0.43
H -2.079 0.468 1.888 -0.20 -0.01 -0.56
```
Forces are in eV/Å.

=====

This record from the OMol25 dataset describes a molecular structure, C10H24N3O8SZr. The level of theory is ωB97M-V/def2-TZVPD.

As for the highest occupied orbital energy: -10.65 eV. For the energy above the lowest of the compared OMol25 structures with the same formula, charge and spin, the calculation gives 0.0 kJ/mol. As for the spin multiplicity: 1. The calculated total energy comes out at -43720.2029 eV. The molar mass is 437.6 g mol⁻¹. As for the charge: +1. The max |F| comes out at 0.1487 Eh/bohr.

```
47
Properties=species:S:1:pos:R:3:forces:R:3
Zr 18.736 30.658 28.011 -5.72 -4.53 2.29
C 16.312 28.122 27.753 0.25 -0.60 1.94
O 17.174 29.202 27.913 2.88 3.34 -0.41
H 16.356 27.487 28.659 0.47 -0.02 0.00
H 15.261 28.404 27.843 -0.01 0.30 -1.10
H 16.627 27.453 26.955 -0.48 0.30 -0.53
S 17.112 32.313 29.603 -2.28 3.76 1.98
O 17.163 32.100 28.122 -0.04 -0.93 -4.01
O 17.243 33.714 29.911 0.32 -1.22 -0.32
O 16.062 31.630 30.291 0.09 -0.48 -0.51
O 18.401 31.559 29.775 3.95 -1.86 1.82
C 11.447 28.866 31.477 -1.80 0.07 -0.70
O 10.252 29.132 31.465 0.69 -0.03 0.37
N 12.106 28.462 30.366 0.66 -0.48 1.29
C 13.527 28.149 30.445 -0.35 0.96 -0.90
C 11.427 28.290 29.089 0.03 -0.76 1.27
H 12.033 28.922 32.402 0.33 -0.02 -0.07
H 13.966 28.042 31.436 -0.65 -0.11 0.27
H 13.995 29.052 30.024 0.70 -0.66 -0.35
H 13.675 27.228 29.878 0.47 0.20 -0.08
H 10.392 28.547 29.303 0.05 0.67 -0.57
H 11.976 28.833 28.326 -0.45 0.19 -0.25
H 11.376 27.220 28.861 0.35 0.01 -0.26
C 20.590 28.531 26.104 0.03 -0.47 -1.19
O 19.775 29.058 26.893 0.42 1.07 0.05
N 20.567 27.270 25.756 -0.57 -0.94 0.57
C 21.456 26.776 24.706 0.64 -0.06 -0.40
C 19.768 26.229 26.463 0.06 0.99 -0.22
H 21.353 29.090 25.546 -0.15 0.29 0.27
H 22.502 26.821 25.015 -0.02 0.47 -0.17
H 21.241 27.303 23.778 0.38 0.16 0.05
H 21.327 25.722 24.473 -0.58 0.01 0.39
H 18.827 26.617 26.846 0.16 0.29 0.03
H 19.531 25.470 25.728 0.16 -0.30 0.20
H 20.392 25.899 27.290 -0.18 -0.50 -0.03
C 19.822 28.733 30.636 0.47 1.02 1.14
O 19.509 29.210 29.534 0.10 0.35 -1.66
N 19.099 28.844 31.721 -0.65 -1.06 -0.22
C 19.616 28.551 33.048 0.83 0.13 0.28
C 17.676 29.198 31.673 -0.07 0.73 0.61
H 20.817 28.307 30.791 0.01 -0.09 -0.10
H 19.181 27.668 33.510 -0.42 0.14 -0.07
H 19.481 29.448 33.652 -0.36 -0.16 0.18
H 20.696 28.394 33.067 -0.03 -0.03 -0.51
H 17.598 30.214 32.064 -0.29 0.00 -0.24
H 17.221 29.141 30.689 0.40 0.07 -0.14
H 17.113 28.558 32.352 0.22 -0.20 0.01
```
Forces are in eV/Å.

=====

This record from the OMol25 dataset describes a molecular structure, C10H24O8V. The level of theory is ωB97M-V/def2-TZVPD.

As for the highest occupied orbital energy: -4.02 eV. For the energy above the lowest of the compared OMol25 structures with the same formula, charge and spin, the calculation gives 68.2 kJ/mol. As for the spin multiplicity: 1. The calculated total energy comes out at -52829.4528 eV. The molar mass is 323.2 g mol⁻¹. As for the charge: -1. The max |F| comes out at 0.0876 Eh/bohr.

```
43
Properties=species:S:1:pos:R:3:forces:R:3
O 19.413 -13.357 12.579 0.80 1.29 0.24
V 20.242 -12.293 13.450 -3.58 -0.39 1.06
O 21.278 -11.552 12.498 0.68 0.52 -0.26
C 18.260 -11.210 14.840 -2.78 -3.08 -1.76
O 18.683 -12.426 15.113 2.07 0.35 0.23
O 19.041 -10.588 13.975 1.88 -0.39 -0.41
O 17.058 -10.944 15.036 1.22 1.49 0.69
C 21.802 -10.658 17.228 0.18 0.70 0.25
C 22.068 -10.896 15.752 0.74 -0.71 1.07
C 23.576 -10.891 15.488 -0.74 1.07 -1.09
O 21.542 -12.206 15.427 0.19 0.76 -0.65
H 22.301 -9.727 17.517 -0.18 0.04 0.03
H 22.260 -11.423 17.866 -0.06 -0.18 -0.20
H 20.745 -10.575 17.476 -0.06 -0.11 -0.16
H 21.587 -10.135 15.145 -0.36 -0.32 -0.20
H 23.972 -9.909 15.764 0.21 -0.27 0.55
H 23.714 -10.872 14.403 0.12 -0.62 0.05
H 24.075 -11.733 15.961 0.21 0.09 0.09
H 21.794 -12.782 16.153 -0.36 -0.11 0.04
C 22.618 -14.489 11.316 -0.24 -0.39 -0.14
C 22.933 -14.527 12.784 -0.06 0.43 0.68
C 24.123 -13.662 13.154 0.56 0.06 -0.32
O 21.751 -14.118 13.523 0.53 -0.43 0.27
H 23.396 -14.996 10.742 0.05 0.00 0.05
H 22.520 -13.470 10.950 -0.10 0.06 0.16
H 21.675 -15.018 11.167 -0.01 0.12 -0.18
H 23.129 -15.544 13.145 0.05 -0.13 -0.41
H 23.981 -12.628 12.838 -0.18 -0.03 0.03
H 25.009 -14.045 12.633 -0.06 0.03 -0.03
H 24.383 -13.669 14.215 -0.29 -0.07 0.05
H 21.992 -14.332 14.430 -0.37 0.20 0.13
C 20.810 -10.455 8.605 0.10 0.13 0.06
C 21.541 -11.773 8.700 0.61 -0.34 -0.42
C 20.593 -12.955 8.827 0.14 0.26 0.34
O 22.383 -11.936 7.522 -0.32 0.30 0.03
H 21.445 -9.612 8.880 0.06 -0.05 -0.02
H 19.972 -10.477 9.301 -0.05 0.10 -0.04
H 20.454 -10.282 7.588 -0.12 -0.15 0.02
H 22.240 -11.744 9.542 -0.33 -0.02 0.24
H 19.754 -12.869 8.136 0.07 -0.04 -0.12
H 20.204 -12.977 9.845 -0.13 -0.10 0.08
H 21.131 -13.889 8.646 -0.09 -0.05 -0.01
H 22.812 -12.791 7.618 0.02 0.00 -0.04
```
Forces are in eV/Å.

=====

This record from the OMol25 dataset describes a molecular structure, C10H25ClIN3OPPt. The level of theory is ωB97M-V/def2-TZVPD.

As for the highest occupied orbital energy (alpha / beta): -18.13 / -17.80 eV. For the energy above the lowest of the compared OMol25 structures with the same formula, charge and spin, the calculation gives 38.8 kJ/mol. As for the spin multiplicity: 5. The calculated total energy comes out at -50411.5475 eV. The molar mass is 591.7 g mol⁻¹. As for the charge: +3. The max |F| comes out at 0.0969 Eh/bohr.

```
43
Properties=species:S:1:pos:R:3:forces:R:3
C 1.646 -1.397 -0.932 -4.01 -1.63 -0.43
I 3.114 1.120 -0.190 2.62 2.74 -2.48
H 0.894 -2.185 -0.750 -0.59 -0.48 -0.46
H 1.907 -1.458 0.114 0.18 1.36 -0.28
H 2.300 -2.056 -1.474 0.69 0.64 -1.25
Pt -2.200 0.708 -1.947 0.86 1.38 0.48
P -0.582 0.665 -3.570 2.00 -0.03 -0.85
C 1.029 1.124 -4.312 -0.62 -0.26 0.20
C -1.156 -0.887 -4.207 -0.21 0.18 0.15
H -2.586 1.952 -3.202 -0.70 1.16 -0.74
H -1.744 2.240 -4.780 -0.78 0.15 -0.43
H -1.072 2.998 -3.266 -0.05 0.09 -0.27
C -1.585 2.146 -3.716 0.54 -0.42 1.27
H -2.059 -1.121 -3.620 0.37 -0.48 -0.82
H -1.358 -0.662 -5.252 -0.26 -0.43 -0.42
H 0.807 1.258 -5.392 0.24 -0.03 0.45
H 1.736 0.294 -4.155 -0.12 0.45 -0.21
H -0.363 -1.633 -4.106 -0.18 -0.01 -0.15
H 1.371 2.062 -3.842 0.00 -0.45 -0.37
C 0.673 -0.383 -1.634 3.00 3.28 0.89
O 0.724 0.894 -1.738 -0.98 -4.86 0.50
Cl -3.859 -0.507 -1.441 -0.97 -1.10 0.55
C -2.386 0.006 3.093 -1.07 -0.22 -0.18
N -0.946 -0.117 3.288 0.76 0.85 -1.76
C -0.464 0.401 4.608 -0.24 -1.00 -0.38
C -0.062 -0.155 2.197 -0.86 -0.14 3.08
N -0.296 0.274 0.975 -0.34 -0.74 0.60
N 1.180 -0.602 2.557 -0.39 0.18 -0.60
C 1.449 -1.545 3.591 0.23 -0.90 0.62
C 2.299 -0.093 1.847 -0.33 -0.35 0.33
H -2.791 0.007 4.125 -0.24 -0.01 -0.94
H -2.828 -0.867 2.549 0.49 0.66 0.43
H -2.695 0.960 2.571 0.40 -0.82 0.64
H -0.143 -0.507 5.187 -0.28 1.25 0.01
H 0.367 1.111 4.444 -0.32 -0.35 0.26
H -1.354 0.892 5.050 0.97 -0.23 0.07
H -1.311 0.389 0.892 0.08 0.26 0.00
H 2.337 -2.139 3.294 -0.60 0.17 0.14
H 1.724 -1.022 4.519 -0.13 -0.25 -0.05
H 0.563 -2.179 3.744 0.41 0.13 0.12
H 2.613 -0.784 1.065 -0.14 -0.01 0.52
H 1.871 0.858 1.434 0.78 -0.49 0.82
H 3.238 -0.061 2.382 -0.22 0.75 0.95
```
Forces are in eV/Å.